a | Molecular formula: C3H8S2
Method: DFT, the ωB97M-V functional and the def2-TZVPD basis

Each line ends with the Mulliken charge.
Positions of all 13 atoms, in Å:
C: -0.84 -1.05 -1.51  -1.17
C: -0.31 -0.92 -0.06  -0.35
C: 0.25 0.43 0.24  -0.57
S: 1.64 0.49 1.54  -0.09
S: 1.84 2.50 1.78  -0.21
H: -1.87 -0.67 -1.46  0.28
H: -0.92 -2.07 -1.86  0.33
H: -0.14 -0.56 -2.16  0.38
H: -1.05 -1.23 0.68  0.33
H: 0.51 -1.65 0.04  0.27
H: 0.46 0.99 -0.67  0.38
H: -0.43 1.09 0.79  0.29
H: 0.87 2.63 2.64  0.15

Calculated values
**LUMO level**: 0.7 eV
**HOMO**: -9.05 eV
**SMILES**: CCCSS
**Orbital gap**: 9.72 eV
**2S+1**: 1

=====

b | Molecular formula: C3H8S2
Method: DFT, the ωB97M-V functional and the def2-TZVPD basis

Each line ends with the Mulliken charge.
Positions of all 13 atoms, in Å:
C: -1.94 0.16 2.61  -0.52
C: -1.57 0.05 1.34  -0.45
H: -2.54 0.99 2.96  0.22
H: -1.66 -0.57 3.37  0.24
H: -1.84 0.90 0.73  0.25
H: -0.99 -0.80 1.01  0.24
C: 1.56 -0.82 -2.29  -0.84
S: 0.66 0.71 -2.18  -0.05
S: 0.94 1.30 -0.21  -0.19
H: 0.94 -1.52 -2.89  0.29
H: 1.70 -1.47 -1.44  0.33
H: 2.53 -0.76 -2.78  0.33
H: 2.20 1.82 -0.25  0.14

Calculated values
**LUMO level**: 0.6 eV
**HOMO**: -9.08 eV
**SMILES**: C=C.CSS
**Orbital gap**: 9.68 eV
**2S+1**: 1

=====

The energy of each structure relative to the most stable one, in hartree, is as follows: a 0.0000; b 0.0357.

=====

a | Molecular formula: C5H11NO2
Method: DFT, the ωB97M-V functional and the def2-TZVPD basis

Each line ends with the Mulliken charge.
Positions of all 19 atoms, in Å:
C: 1.83 0.78 -0.22  -1.53
C: 0.71 -0.16 0.18  0.88
O: 1.08 -1.11 1.17  -0.60
C: -0.24 -0.72 -0.86  -0.46
N: -0.66 -2.08 -0.86  -0.66
C: -0.74 0.22 0.23  0.76
C: -1.29 1.58 -0.12  -1.40
O: -1.52 -0.34 1.24  -0.64
H: 2.13 1.45 0.61  0.37
H: 2.69 0.14 -0.50  0.37
H: 1.52 1.40 -1.06  0.32
H: 1.41 -0.62 1.92  0.36
H: -0.13 -0.31 -1.89  0.26
H: -1.50 -2.17 -0.28  0.31
H: 0.06 -2.71 -0.50  0.30
H: -2.34 1.44 -0.50  0.35
H: -1.28 2.28 0.72  0.33
H: -0.70 2.00 -0.98  0.27
H: -1.04 -1.08 1.69  0.40

Calculated values
**LUMO level**: 0.6 eV
**HOMO**: -8.81 eV
**SMILES**: C[C@]1(O)[C@@H](N)[C@@]1(C)O
**Orbital gap**: 9.45 eV
**2S+1**: 1

=====

b | Molecular formula: C5H11NO2
Method: DFT, the ωB97M-V functional and the def2-TZVPD basis

Each line ends with the Mulliken charge.
Positions of all 19 atoms, in Å:
C: 0.63 2.04 0.63  -1.02
C: -0.45 1.14 1.38  -0.30
C: -1.26 0.53 0.21  -0.90
N: -1.29 -0.98 0.06  -0.45
C: -0.46 -1.61 -1.02  -0.65
C: 1.03 -1.67 -0.73  0.63
O: 1.62 -2.12 0.21  -0.54
O: 1.68 -1.23 -1.89  -0.46
H: 1.55 1.46 0.56  0.23
H: 0.98 2.99 1.10  0.32
H: 0.19 2.29 -0.37  0.30
H: -1.08 1.73 2.09  0.29
H: 0.11 0.51 1.97  0.40
H: -2.33 0.81 0.37  0.32
H: -1.06 0.98 -0.69  0.46
H: -0.84 -1.44 0.99  0.29
H: -0.81 -2.59 -1.05  0.37
H: -0.80 -1.34 -2.04  0.36
H: 2.60 -1.50 -1.77  0.34

Calculated values
**LUMO level**: 0.8 eV
**HOMO**: -9.01 eV
**SMILES**: CCCNCC(=O)O
**Orbital gap**: 9.78 eV
**2S+1**: 1

=====

c | Molecular formula: C5H11NO2
Method: DFT, the ωB97M-V functional and the def2-TZVPD basis

Each line ends with the Mulliken charge.
Positions of all 19 atoms, in Å:
C: -1.11 -0.98 -0.40  -0.67
C: -2.11 -0.28 0.49  -0.45
C: -1.90 1.23 0.25  -0.50
O: -1.48 1.35 -1.03  -0.77
C: 0.34 -0.59 -0.16  0.70
N: 1.13 -1.46 0.20  -0.44
C: 4.09 -0.50 0.89  -0.72
O: 0.63 0.71 -0.39  -0.53
H: -1.36 -0.57 -1.40  0.39
H: -1.14 -2.07 -0.42  0.36
H: -2.03 -0.72 1.49  0.37
H: -3.09 -0.59 0.10  0.28
H: -1.08 1.50 0.95  0.26
H: -2.77 1.83 0.57  0.40
H: -0.25 1.06 -0.80  0.51
H: 4.82 -0.71 0.13  0.26
H: 3.89 0.57 0.94  0.26
H: 3.12 -0.96 0.65  0.04
H: 4.41 -0.80 1.89  0.28

Calculated values
**LUMO level**: -3.9 eV
**HOMO**: -9.13 eV
**Orbital gap**: 5.20 eV
**2S+1**: 1

=====

d | Molecular formula: C5H11NO2
Method: DFT, the ωB97M-V functional and the def2-TZVPD basis

Each line ends with the Mulliken charge.
Positions of all 19 atoms, in Å:
C: 0.31 -1.84 0.22  -1.26
C: -0.58 -0.75 0.74  0.84
O: -1.03 -0.69 1.87  -0.60
C: -1.68 -0.22 -0.53  -1.00
N: -1.27 -0.18 -1.90  -0.52
H: -0.29 -2.66 -0.18  0.35
H: 0.93 -2.23 1.03  0.36
H: 0.95 -1.47 -0.58  0.31
H: -2.15 0.72 -0.22  0.41
H: -2.44 -0.99 -0.40  0.45
H: -1.00 -1.10 -2.25  0.27
H: -0.48 0.44 -2.04  0.28
C: 1.27 1.97 1.42  -0.91
C: 0.94 1.15 0.43  0.49
O: 1.64 0.91 -0.71  -0.48
H: 0.72 1.94 2.34  0.29
H: 2.06 2.70 1.31  0.24
H: -0.25 0.74 0.24  0.18
H: 2.36 1.56 -0.79  0.30

Calculated values
**LUMO level**: 0.6 eV
**HOMO**: -8.43 eV
**SMILES**: CC(=O)CN.C=CO
**Orbital gap**: 9.01 eV
**2S+1**: 1

=====

The energy of each structure relative to the most stable one, in hartree, is as follows: a 0.0000; b 0.0081; c 0.1807; d 0.0808.

=====

a | Molecular formula: C5H11NO2
Method: DFT, the ωB97M-V functional and the def2-TZVPD basis

Each line ends with the Mulliken charge.
Positions of all 19 atoms, in Å:
O: -2.96 3.09 -1.02  -0.47
C: -1.97 2.42 -1.01  -0.06
C: -1.87 1.15 -0.20  -0.44
N: -0.49 0.67 -0.12  -0.32
C: -0.34 -0.74 0.32  -0.58
C: 0.83 -1.41 -0.37  -0.70
C: 2.16 -1.00 0.23  -0.47
O: 2.22 -1.54 1.55  -0.52
H: -1.09 2.72 -1.62  0.36
H: -2.51 0.39 -0.65  0.34
H: -2.29 1.37 0.79  0.28
H: 0.00 1.29 0.52  0.25
H: -1.26 -1.23 0.02  0.43
H: -0.21 -0.80 1.40  0.29
H: 0.72 -2.50 -0.28  0.35
H: 0.84 -1.21 -1.44  0.32
H: 2.97 -1.42 -0.35  0.32
H: 2.22 0.05 0.25  0.34
H: 3.03 -1.28 1.99  0.29

Calculated values
**LUMO level**: 0.8 eV
**HOMO**: -9.24 eV
**SMILES**: O=CCNCCCO
**Orbital gap**: 10.03 eV
**2S+1**: 1

=====

b | Molecular formula: C5H11NO2
Method: DFT, the ωB97M-V functional and the def2-TZVPD basis

Each line ends with the Mulliken charge.
Positions of all 19 atoms, in Å:
O: 2.02 1.24 0.28  -0.47
C: 2.07 0.00 0.42  0.71
O: -1.62 -0.12 1.62  -0.71
C: 3.27 -0.73 0.42  -0.83
C: 0.71 -0.71 0.40  -0.55
C: -0.12 0.17 -0.60  -0.77
C: -2.33 0.87 -1.20  -0.74
N: -1.48 -0.34 -0.95  -0.52
H: -2.16 -0.29 2.38  0.17
H: 3.22 -1.83 0.38  0.26
H: 4.24 -0.30 0.32  0.34
H: 0.38 -0.50 1.41  0.34
H: 0.79 -1.77 0.29  0.46
H: 0.58 0.38 -1.35  0.48
H: -0.30 1.01 0.09  0.52
H: -3.15 0.58 -1.90  0.27
H: -1.63 1.61 -1.67  0.31
H: -2.75 1.36 -0.31  0.24
H: -1.76 -0.62 -0.03  0.48

Calculated values
**LUMO level**: -4.6 eV
**HOMO**: -8.33 eV
**Orbital gap**: 3.74 eV
**2S+1**: 1

=====

c | Molecular formula: C5H11NO2
Method: DFT, the ωB97M-V functional and the def2-TZVPD basis

Each line ends with the Mulliken charge.
Positions of all 19 atoms, in Å:
C: -1.12 -0.35 -1.62  -0.95
C: -0.13 1.54 -0.48  0.06
O: 0.76 2.48 -0.92  -0.51
N: 0.00 0.27 -0.94  -0.28
H: 1.43 1.97 -1.41  0.38
H: -1.10 2.01 -0.29  0.36
H: -0.93 -1.42 -1.67  0.26
H: -1.20 0.01 -2.65  0.33
H: -2.09 -0.19 -1.14  0.35
C: -0.73 -1.13 1.29  -1.45
C: 0.48 -0.45 0.70  0.94
C: 1.73 -0.96 0.81  -1.11
O: 0.34 1.11 1.10  -0.40
H: 1.23 1.43 1.35  0.42
H: -0.59 -1.27 2.36  0.36
H: -1.63 -0.54 1.15  0.37
H: -0.88 -2.10 0.83  0.34
H: 2.58 -0.45 0.38  0.28
H: 1.86 -1.97 1.16  0.25

Calculated values
**LUMO level**: 0.8 eV
**HOMO**: -7.37 eV
**Orbital gap**: 8.22 eV
**2S+1**: 1

=====

d | Molecular formula: C5H11NO2
Method: DFT, the ωB97M-V functional and the def2-TZVPD basis

Each line ends with the Mulliken charge.
Positions of all 19 atoms, in Å:
C: -2.45 -0.67 -0.82  -0.76
N: -1.85 0.61 -1.05  -0.52
C: -0.26 0.69 -0.35  -0.88
C: 0.44 -0.61 -0.15  0.08
O: 0.02 -1.28 0.99  -0.53
C: 1.79 0.38 0.06  0.68
C: 2.08 0.78 1.48  -1.17
O: 2.58 0.48 -0.85  -0.56
H: -3.31 -0.82 -1.49  0.36
H: -1.76 -1.51 -1.01  0.25
H: -2.77 -0.75 0.22  0.25
H: -1.72 0.75 -2.05  0.29
H: 0.11 1.34 -1.14  0.39
H: -0.60 1.12 0.59  0.34
H: 0.62 -1.21 -1.04  0.43
H: 0.58 -2.05 1.14  0.34
H: 3.14 0.62 1.70  0.38
H: 1.46 0.25 2.19  0.35
H: 1.88 1.85 1.58  0.28

Calculated values
**LUMO level**: 0.6 eV
**HOMO**: -8.42 eV
**SMILES**: CNC[C@H](O)C(C)=O
**Orbital gap**: 9.02 eV
**2S+1**: 1

=====

The energy of each structure relative to the most stable one, in hartree, is as follows: a 0.0000; b 0.2623; c 0.1141; d 0.0544.

=====

a | Molecular formula: C5H11NO2
Method: DFT, the ωB97M-V functional and the def2-TZVPD basis

Each line ends with the Mulliken charge.
Positions of all 19 atoms, in Å:
C: -2.52 1.13 0.38  -0.90
C: -2.70 -0.25 -0.22  0.71
O: -3.73 -0.86 -0.20  -0.57
O: -1.64 -0.68 -0.97  -0.53
H: -3.41 1.41 0.93  0.29
H: -2.35 1.85 -0.41  0.29
H: -1.70 1.11 1.10  0.28
H: -0.91 0.00 -1.05  0.39
C: 2.82 0.13 -0.29  -1.23
C: 1.34 -0.13 -0.17  0.83
C: 1.02 -1.44 0.57  -1.07
N: 0.47 0.76 -0.38  -0.54
H: 3.02 1.15 -0.61  0.37
H: 3.32 -0.01 0.67  0.32
H: 3.26 -0.55 -1.02  0.31
H: 1.32 -1.33 1.61  0.31
H: 1.60 -2.25 0.14  0.35
H: -0.03 -1.71 0.55  0.27
H: 0.81 1.68 -0.63  0.13

Calculated values
**LUMO level**: 0.6 eV
**HOMO**: -9.76 eV
**SMILES**: CC(=O)O.CC(C)=N
**Orbital gap**: 10.35 eV
**2S+1**: 1

=====

b | Molecular formula: C5H11NO2
Method: DFT, the ωB97M-V functional and the def2-TZVPD basis

Each line ends with the Mulliken charge.
Positions of all 19 atoms, in Å:
C: -1.41 0.11 -0.41  -0.28
C: -2.68 -0.37 0.30  -1.25
C: -0.21 0.01 0.52  -0.05
O: 0.22 -1.21 0.81  -0.57
H: -0.33 0.62 1.42  0.46
H: -1.53 1.15 -0.72  0.28
H: -1.22 -0.49 -1.30  0.28
H: -2.58 -1.41 0.62  0.32
H: -3.54 -0.30 -0.37  0.37
H: -2.90 0.23 1.19  0.32
N: 1.75 -1.35 -1.11  -0.45
C: 1.21 0.90 -0.31  -0.18
C: 2.27 1.05 0.53  -0.85
O: 1.27 -0.15 -1.44  -0.19
H: 0.85 -1.61 -0.02  0.50
H: 2.72 -1.21 -0.76  0.26
H: 0.79 1.79 -0.77  0.46
H: 2.77 0.20 0.96  0.27
H: 2.57 2.03 0.87  0.31

Calculated values
**LUMO level (spin up / spin down)**: -0.8 / -0.8 eV
**HOMO (spin up / spin down)**: -8.74 / -8.26 eV
**Orbital gap (spin up / spin down)**: 7.95 / 7.45 eV
**2S+1**: 1

=====

The energy of each structure relative to the most stable one, in hartree, is as follows: a 0.0000; b 0.2213.